Molecular formula: C45H44ClCsF4I2N8O9
Method: DFT, ωB97M-V with the def2-TZVPD basis set

Atoms and positions in Å:
Cs 0.3497 -1.8708 0.3019
I -8.6385 -0.5673 -0.9632
I -4.0512 1.4833 2.3120
Cl 2.2758 -3.0303 -1.9498
F -3.3204 -5.3038 0.9273
F -2.9113 -5.1213 5.6283
F -1.6299 -2.8398 5.4939
F -2.0460 -2.9908 0.7077
O 4.2746 5.9083 0.3882
O -2.8460 2.3603 -0.7556
O 2.6028 -3.3590 -0.5650
O -0.8126 3.7361 -2.8981
O 2.6032 -4.1387 -2.8065
O 2.9817 -1.8399 -2.3483
O 0.8358 -2.7678 -2.0104
O -2.5241 0.2378 -0.1727
O 4.6932 2.6274 -1.0701
N 2.1904 1.6061 -0.2382
N -0.8719 1.6489 3.4106
N -0.1046 0.7832 -2.9975
N 2.6375 3.8936 0.3487
N 0.8414 3.2776 -0.9455
N -1.0816 -1.6256 2.8317
N -2.0185 1.6093 -0.4413
N -2.2032 -0.9940 -2.8099
C 1.6563 1.2159 -4.5511
C 4.3643 3.2242 3.5167
C 3.4225 2.9739 2.4906
C 5.2500 4.2932 3.5556
C -6.1428 0.4025 0.4237
C -1.7176 5.7331 -1.8501
C -5.6982 -0.9069 -1.5523
C -2.6968 -4.5981 4.3911
C -2.0259 -3.4012 4.3163
C 3.4959 3.9400 1.4915
C -4.3266 -0.7440 -1.3930
C -3.8818 0.0455 -0.3336
C 4.5125 -1.0128 0.8900
C 5.9158 3.3083 -1.1998
C -0.5541 0.7903 -5.3417
C 5.0525 7.0724 0.4271
C 0.0376 4.3966 -0.8166
C -4.7744 0.5752 0.5930
C -1.6968 6.6136 -0.7680
C -3.3992 -1.5775 -2.2713
C 0.0234 0.4947 3.4221
C 4.3612 5.0451 1.4846
C 0.0457 5.2897 0.2496
C -1.0095 2.1978 4.7445
C 0.7747 1.0965 -5.6056
C 4.6777 1.4784 -0.3270
C -0.8662 4.6450 -1.8725
C -0.9475 0.6331 -4.0240
C -0.3541 2.6720 2.5186
C -0.6403 -0.7859 3.9411
C -2.3394 0.1974 -3.6231
C 5.8298 0.7553 -0.0504
C -0.8133 6.3848 0.2689
C 5.7487 -0.4895 0.5652
C 1.1740 1.0475 -3.2589
C -1.7184 -2.7512 3.0718
C -6.5873 -0.3222 -0.6672
C -2.2219 -3.5165 1.9602
C 3.3748 -0.2575 0.6576
C -1.7807 3.8331 -3.9169
C -2.8911 -4.7022 2.0663
C -3.1532 -5.3045 3.2892
C 1.9547 2.8678 -0.1873
C 3.4180 1.0095 0.0953
C 5.2527 5.2385 2.5261
H -1.2680 0.6455 -6.1427
H 0.9278 0.7362 4.0036
H 0.0774 -1.3095 4.5857
H -1.4831 -0.5071 4.5858
H -0.0489 2.5725 5.1402
H -1.0349 3.5272 2.5035
H 6.1241 6.8430 0.4360
H 1.8246 1.1349 -2.3964
H 6.3534 3.5176 -0.2183
H -0.7861 7.0506 1.1222
H 5.9337 6.0779 2.5445
H 2.7054 1.4252 -4.7075
H 1.1170 1.2147 -6.6268
H 4.4088 2.5339 4.3581
H -6.0614 -1.5158 -2.3704
H 6.6530 -1.0560 0.7489
H 4.8229 7.6829 1.3070
H -2.4085 5.8959 -2.6648
H 0.6537 3.0139 2.8122
H 4.4239 -2.0033 1.3147
H -4.0055 -1.9743 -3.0920
H -1.3874 1.4419 5.4346
H 2.5642 4.7595 -0.1635
H -2.3713 7.4596 -0.7489
H 0.3605 0.3234 2.3982
H -1.6193 4.7233 -4.5340
H -1.6574 2.9459 -4.5348
H 4.8170 7.6387 -0.4731
H 5.6902 4.2504 -1.6969
H -2.8428 1.0298 -3.0999
H 0.5038 2.5645 -1.5764
H -3.6700 -6.2458 3.3749
H 6.6377 2.7475 -1.8053
H -2.9392 -0.0315 -4.5095
H -1.7170 3.0321 4.7340
H -1.5241 -0.8123 -2.0813
H -2.7914 3.8636 -3.5037
H -3.0944 -2.4386 -1.6701
H 5.9424 4.4188 4.3834
H -6.8337 0.8188 1.1413
H -0.2766 2.2726 1.5070
H 0.7096 5.1149 1.0846
H 6.7954 1.1371 -0.3491
H 2.3968 -0.6453 0.9055

Summary:
Total charge   -2
Relative energy (zero: lowest compared OMol25 entry of this formula, charge and spin)   1.080 eV
LUMO level   2.87 eV

---

Molecular formula: C14H18N4O3
Method: DFT, ωB97M-V with the def2-TZVPD basis set

Atoms and positions in Å:
O 4.0374 2.0329 -0.7419
O 0.3569 -2.6450 -0.9432
O -0.2416 0.4237 2.3583
N -2.9917 -3.9903 0.2631
N 2.1874 0.1882 0.3252
N 0.1109 -1.0314 0.7132
N -3.3865 2.0307 2.1643
C 1.4738 -0.9850 0.9792
C -1.9535 0.7240 -1.0101
C -2.2306 -0.2286 1.3636
C 2.0664 0.5550 -1.1475
C 2.7151 1.3136 1.0601
C -4.0787 -0.3705 -0.5637
C -0.4128 -1.8639 -0.2708
C -2.4964 -3.0006 -0.1971
C 4.1589 1.5890 0.5633
C -1.9018 -1.7912 -0.6630
C 3.4660 1.0248 -1.6378
C -2.5403 -0.4334 -0.1341
C -2.8818 1.0692 1.7508
C -0.6867 -0.2132 1.4983
H -4.9075 -0.9373 0.0268
H -0.8879 0.5445 -1.1254
H -4.2799 0.7736 -0.5350
H 1.7578 -0.9335 2.0361
H 2.1038 2.2472 0.8454
H -1.9137 -1.6196 -1.7681
H -4.2285 -0.7731 -1.6283
H 4.8869 0.8127 0.7467
H 4.0874 0.0936 -1.6381
H 1.4246 1.3487 -1.3945
H -2.7161 -1.0944 1.9676
H 2.7516 1.1335 2.1020
H -2.3226 0.7002 -2.1019
H 3.3647 1.5421 -2.6470
H 4.5838 2.4017 1.1181
H 1.7832 -0.3516 -1.7070
H 1.9168 -2.0115 0.7138
H -2.1752 1.7253 -0.7417

Summary:
Relative energy (zero: lowest compared OMol25 entry of this formula, charge and spin)   4.916 eV
LUMO level   -0.08 eV

---

Molecular formula: C35H52O3PS7Zr
Method: DFT, ωB97M-V with the def2-TZVPD basis set

Atoms and positions in Å:
Zr -0.1420 -0.3620 0.0505
S 1.8280 1.2666 1.0957
S -1.1444 -5.2090 1.1950
S 0.6651 1.7707 4.6648
S -0.8592 3.5412 1.1506
S 0.0228 -3.9592 3.6142
S -1.0580 -2.6866 -0.3983
S 0.3254 -1.2807 2.3259
P 1.8021 -1.5354 -1.6724
O 0.0218 1.2900 -1.3587
O -2.0068 0.3501 0.0080
O -0.6535 -6.5049 3.4407
C 5.1647 0.8824 -1.4527
C 3.9360 1.5153 -3.5517
C 5.3046 1.1657 -2.9439
C 0.8904 3.9669 1.2348
C 1.8769 3.0009 0.5879
C -0.7438 -3.5099 1.1135
C 3.3834 -3.9028 -1.8783
C 2.4546 -3.0971 -0.9494
C -2.2242 1.5607 -2.0442
C 2.2336 2.1098 3.8305
C 3.2163 -5.5264 0.0449
C 0.8703 -2.1152 -3.1628
C 3.2151 -0.5301 -2.2843
C 4.3225 -0.3803 -1.2187
C 3.0799 -3.0189 0.4482
C 4.0916 -5.0267 -1.0993
C 2.6676 1.1794 2.7000
C -0.5822 -5.4608 2.8699
C -4.4236 1.7295 -3.0404
C -0.8992 -1.5320 -4.8447
C 3.0105 -4.4144 1.0885
C -0.2817 -1.1548 -3.5037
C -3.0888 2.0379 -3.0527
C -0.2061 -2.9491 2.2049
C -1.1025 2.4187 2.5581
C -2.7632 0.7855 -0.9906
C 2.7876 0.8540 -2.7781
C 1.6943 -2.4550 -4.4280
C -0.5379 2.8932 3.9041
C -0.3070 2.9756 -2.9577
C -4.9391 0.9547 -1.9930
C -4.1310 0.4982 -0.9769
C -0.8247 1.8908 -2.0673
C 0.1021 -1.2573 -5.9797
C 1.5561 -1.3768 -5.4987
H 3.6276 -1.0745 -3.1412
H 6.1413 0.7615 -0.9829
H 3.7671 -4.4880 1.8721
H 1.8922 0.8075 -3.4024
H -2.6912 2.6399 -3.8580
H 2.9038 3.3413 0.7456
H 1.9005 -0.4189 -5.0945
H 0.0798 -0.1231 -3.5607
H 1.7107 2.9576 -0.4875
H -5.9936 0.7125 -1.9788
H 2.5181 1.4554 -1.9076
H 2.7967 -4.3333 -2.6920
H 4.1206 -2.6991 0.3622
H 1.1608 4.1856 2.2636
H -0.1331 3.9034 3.8612
H 5.7181 0.2787 -3.4321
H -0.4376 2.6948 -4.0052
H 3.7227 1.3567 2.4786
H -1.8275 -0.9829 -5.0093
H 2.3010 3.1585 3.5453
H 3.9023 1.2031 -4.5980
H 2.7440 -2.6272 -4.1930
H 3.6572 -6.4058 0.5141
H 4.9644 -1.2630 -1.2457
H -0.7001 1.4283 2.3596
H 3.8857 -0.3438 -0.2180
H -1.1693 -2.5910 -4.8188
H 2.0421 -4.5412 1.5765
H 1.5189 -3.6567 -0.8365
H 2.5619 0.1358 2.9965
H 2.9849 1.9769 4.6126
H -5.0745 2.0819 -3.8272
H -2.1874 2.3185 2.6038
H 4.1322 -3.2505 -2.3386
H 3.7907 2.5985 -3.5479
H 0.4088 -3.0364 -2.7911
H 1.3267 -3.4022 -4.8322
H 2.2139 -1.5999 -6.3393
H -1.3369 2.9279 4.6450
H 4.6937 1.7426 -0.9636
H 0.7520 3.1291 -2.7676
H 0.9738 4.9163 0.7007
H -0.0641 -0.2584 -6.3894
H -4.5220 -0.0888 -0.1577
H -0.0755 -1.9564 -6.7983
H -1.0424 -1.1831 -2.7109
H 2.5748 -2.2910 1.0842
H 4.3489 -5.8369 -1.7821
H -0.8612 3.9003 -2.7960
H 2.2511 -5.8514 -0.3560
H 6.0163 1.9708 -3.1260
H 5.0366 -4.6583 -0.6911

Summary:
Total charge   +1
LUMO level   -3.72 eV

---

Molecular formula: C3H5NO
Method: DFT, ωB97M-V with the def2-TZVPD basis set

Atoms and positions in Å:
O -0.8802 0.6737 -0.1948
N 1.2326 -0.7391 0.4255
C 2.0223 0.4765 -0.0461
C -1.8129 -0.3456 -0.0071
C 0.6068 0.2557 0.0019
H 2.5109 1.0668 0.7162
H -1.8441 -0.6840 1.0303
H -2.7608 0.1286 -0.2729
H 2.5560 0.3607 -0.9797
H -1.6305 -1.1934 -0.6733

Summary:
Relative energy (zero: lowest compared OMol25 entry of this formula, charge and spin)   3.275 eV
LUMO level   1.04 eV

---

Molecular formula: C4HFO3
Method: DFT, ωB97M-V with the def2-TZVPD basis set

Atoms and positions in Å:
F 1.8921 0.0596 1.5406
O -1.3016 0.7350 0.2635
O -1.7657 -0.3350 -1.6718
O 1.2127 -1.0494 -1.2191
C -1.0550 -0.0936 -0.7923
C 0.4857 -0.2679 -0.5721
C -0.4665 0.6640 1.3443
C 0.8064 0.3063 0.8018
H -0.8154 1.0064 2.4635

Summary:
Relative energy (zero: lowest compared OMol25 entry of this formula, charge and spin)   1.356 eV
LUMO level   -1.56 eV

---

Molecular formula: C18H22ClFN2O5RuSi
Method: DFT, ωB97M-V with the def2-TZVPD basis set

Atoms and positions in Å:
Ru -9.5926 -10.2699 8.9716
Cl -5.3583 -16.4014 7.5826
Si -9.5970 -9.1289 12.2472
F -8.4559 -8.7581 7.9948
O -9.1966 -13.4047 9.0444
O -12.4455 -13.1623 10.3958
O -11.4538 -12.6262 6.8382
O -9.5999 -11.4015 7.2752
O -11.1061 -11.5652 9.7848
N -8.2373 -13.7908 6.8731
N -9.4885 -8.7867 10.4585
C -9.5128 -13.7114 7.6579
C -9.2584 -5.1678 9.7597
C -7.1687 -14.5927 7.4957
C -8.7374 -7.5321 8.5797
C -8.5633 -14.2322 5.5194
C -10.1977 -13.8055 9.9450
C -9.2938 -7.5931 9.8786
C -7.2017 -16.1388 5.5713
C -9.5238 -6.3021 10.4913
C -8.1228 -15.3095 4.9178
C -11.2818 -12.7300 10.0531
C -10.2861 -12.4994 7.1517
C -8.7337 -7.7882 13.2340
C -8.7654 -10.8213 12.3909
C -11.3437 -9.0750 12.8831
C -8.6218 -5.1920 8.5035
C -8.3225 -6.4125 7.8880
C -6.6731 -15.6517 6.8212
H -7.7005 -7.5634 12.9563
H -12.0757 -9.7728 12.4590
H -8.3606 -4.2960 7.9699
H -10.0725 -6.2365 11.4121
H -9.3180 -13.5807 5.1116
H -7.9953 -12.7977 6.7714
H -13.1116 -12.4833 10.3810
H -7.8926 -6.5382 6.8712
H -8.7450 -11.1964 13.4197
H -11.2544 -9.2300 13.9566
H -10.0587 -14.6536 7.4972
H -11.6359 -8.0583 12.8689
H -7.7567 -10.8102 12.1289
H -6.8522 -17.0614 5.1222
H -9.8026 -13.9839 10.9752
H -6.8494 -14.2318 8.4619
H -10.6163 -14.7875 9.6581
H -9.3026 -11.4998 11.6876
H -9.3532 -6.9175 13.1731
H -9.5330 -4.1355 10.1132
H -8.8186 -8.2262 14.2041
H -8.4843 -15.4546 3.8958

Summary:
2S+1   5
Total charge   +2
Relative energy (zero: lowest compared OMol25 entry of this formula, charge and spin)   2.466 eV
LUMO level (alpha / beta)   -9.71 / -10.06 eV
⟨S²⟩   6.351

---

Molecular formula: C5H16N3
Method: DFT, ωB97M-V with the def2-TZVPD basis set

Atoms and positions in Å:
N 0.0935 -0.3051 3.7936
N 0.4139 -0.4930 0.2133
N 1.5261 0.8083 -1.9744
C 0.0475 0.2113 -2.0951
C -0.1724 -0.9013 -1.0178
C -1.0160 1.2650 -1.8974
C -0.0605 -1.1969 2.5886
C -0.4907 -0.3060 1.3192
H 2.2057 0.2859 -2.4401
H 0.1593 -0.2625 -3.1949
H -1.0360 1.7050 -0.8648
H -0.7976 -0.1165 4.2872
H -1.9920 0.9828 -2.3943
H 0.6517 0.5889 3.6569
H -0.8520 -1.7891 2.8512
H -1.3858 -0.8754 -0.9286
H 1.1790 -1.1046 0.4556
H 0.1093 -1.8729 -1.3599
H 1.7408 0.6557 -0.9785
H -1.6261 -0.4460 1.1564
H 1.7204 1.7292 -2.3869
H 0.8491 -1.6845 2.1636
H -0.4677 0.8200 1.5155
H -0.7995 2.3016 -2.4685

Summary:
Total charge   +1
Relative energy (zero: lowest compared OMol25 entry of this formula, charge and spin)   3.586 eV
LUMO level   -3.33 eV